# 1
C23H35OOsS | ωB97M-V with the def2-TZVPD basis set

```
61
Properties=species:S:1:pos:R:3:mulliken_spin:R:1
C 1.142 -1.834 0.849 0.3258
C 1.681 -1.182 -0.296 0.0976
C 0.790 -1.389 -1.397 0.0822
C -0.249 -2.296 -0.960 0.0064
C -0.054 -2.535 0.456 -0.0368
Os -0.703 -0.555 0.153 2.0932
C -3.054 0.930 -0.768 0.1603
C -2.573 0.395 0.425 0.0788
H -2.619 1.020 1.320 0.0020
C -2.549 -1.066 0.647 0.0321
H -3.153 -1.662 -0.037 0.0146
H -2.651 -1.380 1.687 0.0092
C -3.625 2.298 -0.788 0.0026
H -3.151 2.947 -0.046 0.0030
H -3.484 2.763 -1.769 0.0067
H -4.707 2.302 -0.593 0.0232
C -3.070 0.108 -1.986 0.0481
H -2.133 -0.466 -2.115 0.0054
H -3.895 -0.627 -2.006 0.0221
H -3.186 0.731 -2.882 0.0006
C 2.990 -0.490 -0.333 0.0315
H 3.259 -0.104 0.656 -0.0345
H 3.785 -1.180 -0.657 0.0031
H 2.983 0.382 -0.999 0.0589
C 1.022 -0.945 -2.806 -0.0043
H 1.418 0.077 -2.834 -0.0060
H 1.753 -1.610 -3.291 0.0077
H 0.091 -0.979 -3.384 0.0019
C -1.205 -3.064 -1.817 -0.0077
H -1.248 -2.639 -2.825 0.0023
H -0.903 -4.120 -1.896 0.0007
H -2.204 -3.035 -1.373 -0.0005
C -0.788 -3.533 1.294 0.0090
H -1.786 -3.709 0.885 0.0013
H -0.258 -4.494 1.335 -0.0027
H -0.893 -3.154 2.316 -0.0052
C 1.831 -2.003 2.163 -0.0133
H 1.101 -2.153 2.966 0.0063
H 2.495 -2.883 2.134 0.0113
H 2.443 -1.124 2.396 0.0028
C 3.134 2.345 -1.279 0.8885
C 1.643 2.525 -1.399 -0.0129
C 4.096 2.860 -2.063 -0.0530
C 1.356 3.016 -2.704 0.0633
H 0.709 2.403 -0.856 0.0054
C 3.690 3.360 -3.340 0.0630
H 5.147 2.863 -1.781 0.0415
C 2.331 3.406 -3.641 -0.0340
H 0.303 3.132 -2.982 0.0039
H 4.439 3.710 -4.049 0.0031
H 2.004 3.763 -4.622 0.0000
C -0.853 2.158 4.373 0.0021
S 0.268 0.948 3.695 0.0114
C 0.197 -0.260 5.010 -0.0007
O -0.514 0.312 2.544 -0.0238
H -0.550 2.368 5.403 0.0012
H -1.873 1.762 4.319 0.0005
H -0.751 3.064 3.765 -0.0001
H -0.640 -0.940 4.812 0.0002
H 1.150 -0.802 5.014 0.0003
H 0.072 0.264 5.963 0.0002
```

Computed properties:
**Total charge**: +1
**Expectation value of S²**: 6.04
**Multiplicity**: 5
**DFT total energy**: -39755.8770 eV
**Frontier orbital gap (alpha / beta)**: 0.21034 / 0.27205 Eh

=====

# 2
C4H7N | ωB97M-V with the def2-TZVPD basis set

```
12
Properties=species:S:1:pos:R:3:mulliken_spin:R:1
C 1.478 0.420 0.954 0.2442
C 1.012 0.439 -2.137 0.5472
C 0.342 0.076 0.362 0.0182
C -0.969 -0.279 0.973 0.0246
N 0.375 -0.090 -1.264 0.9671
H 2.526 0.522 0.510 -0.0058
H 1.448 0.489 2.025 0.0137
H 0.968 -0.149 -3.035 0.1085
H 1.626 1.365 -2.305 0.0937
H -1.485 0.640 1.191 0.0029
H -1.507 -0.803 0.245 -0.0087
H -0.961 -0.999 1.747 -0.0056
```

Computed properties:
**Total charge**: 0
**Expectation value of S²**: 2.01
**Multiplicity**: 3
**DFT total energy**: -5745.1790 eV
**Frontier orbital gap (alpha / beta)**: 0.22575 / 0.30115 Eh

=====

# 3
C54H42MnN11Se | ωB97M-V with the def2-TZVPD basis set

```
109
Properties=species:S:1:pos:R:3:mulliken_spin:R:1
Mn -2.612 0.456 -0.435 3.5313
C -6.140 3.894 -4.667 -0.0075
C -5.508 4.994 -4.060 0.0012
C -4.671 4.831 -2.976 -0.0114
C -4.471 3.533 -2.511 -0.0080
C -3.685 3.019 -1.409 -0.0808
N -3.836 1.638 -1.352 -0.0051
C -4.666 1.261 -2.398 -0.0733
N -5.027 0.058 -2.734 0.0500
C -4.534 -1.028 -2.149 0.1437
C -4.896 -2.359 -2.512 0.0329
C -5.837 -2.865 -3.419 -0.0163
C -5.925 -4.229 -3.550 0.0486
C -5.097 -5.100 -2.799 -0.0047
C -4.172 -4.613 -1.911 0.0419
C -4.074 -3.220 -1.773 -0.0039
C -3.239 -2.399 -0.971 0.2642
N -2.323 -2.899 -0.114 0.0067
C -1.685 -2.137 0.701 0.0561
N -1.764 -0.755 0.834 0.0077
C -0.963 -0.391 1.908 0.0620
N -0.718 0.786 2.366 0.0132
C -1.216 1.893 1.770 0.2298
N -2.035 1.949 0.669 -0.0767
C -2.257 3.284 0.379 0.1011
N -2.984 3.775 -0.619 0.0659
C -1.542 4.087 1.313 0.0328
C -1.402 5.476 1.452 -0.0286
C -0.612 5.937 2.474 0.0557
C 0.046 5.049 3.362 -0.0100
C -0.084 3.690 3.235 0.0404
C -0.890 3.208 2.191 0.0079
C -0.374 -1.598 2.497 0.0153
C 0.464 -1.765 3.587 0.0077
C 0.911 -3.051 3.855 0.0076
C 0.504 -4.133 3.067 0.0045
C -0.356 -3.959 1.992 0.0130
C -0.778 -2.668 1.722 0.0159
N -3.522 -1.078 -1.204 -0.0864
C -5.092 2.446 -3.113 -0.0197
C -5.942 2.609 -4.204 -0.0003
H -6.791 4.065 -5.514 -0.0006
H -5.688 5.985 -4.454 -0.0002
H -4.182 5.668 -2.499 -0.0016
H -6.467 -2.196 -3.988 0.0027
H -6.641 -4.657 -4.239 0.0037
H -5.204 -6.168 -2.934 0.0008
H -3.536 -5.268 -1.332 0.0055
H -1.905 6.150 0.773 0.0016
H -0.481 7.003 2.612 0.0037
H 0.656 5.460 4.155 0.0002
H 0.407 3.004 3.912 0.0061
H 0.768 -0.920 4.187 0.0011
H 1.593 -3.222 4.679 0.0007
H 0.868 -5.124 3.307 0.0004
H -0.682 -4.789 1.381 0.0014
H -6.418 1.755 -4.664 -0.0014
C 3.137 3.014 0.093 -0.0015
C 4.161 2.162 0.833 0.0002
C 3.783 1.919 2.292 -0.0001
C 2.609 0.963 2.473 -0.0114
N 2.975 -0.424 2.216 0.0001
C 2.629 -1.167 1.130 0.0038
Se 1.670 -0.592 -0.320 -0.0042
N 3.126 -2.417 1.327 0.0003
C 3.016 -3.531 0.400 0.0000
C 4.319 -3.845 -0.325 0.0002
C 4.831 -2.728 -1.239 -0.0001
C 5.625 -1.641 -0.519 0.0001
C 3.763 -2.481 2.554 -0.0013
C 4.367 -3.531 3.226 0.0012
C 4.860 -3.267 4.496 0.0001
C 4.753 -1.998 5.069 0.0000
C 4.154 -0.947 4.389 0.0000
C 3.664 -1.214 3.122 -0.0004
H 3.473 3.230 -0.921 -0.0002
H 2.975 3.966 0.604 0.0002
H 2.180 2.495 0.019 0.0014
H 5.135 2.655 0.800 0.0000
H 4.279 1.204 0.319 -0.0001
H 3.516 2.871 2.762 0.0003
H 4.644 1.529 2.843 0.0001
H 1.780 1.200 1.809 0.0113
H 2.226 1.004 3.494 -0.0020
H 2.234 -3.260 -0.310 -0.0003
H 2.668 -4.396 0.972 0.0001
H 4.132 -4.747 -0.913 0.0000
H 5.095 -4.110 0.401 0.0000
H 3.987 -2.278 -1.768 0.0001
H 5.472 -3.177 -2.001 0.0000
H 5.022 -1.102 0.212 -0.0002
H 6.004 -0.904 -1.228 0.0000
H 6.482 -2.069 0.007 0.0000
H 4.442 -4.516 2.789 -0.0001
H 5.339 -4.060 5.053 0.0000
H 5.151 -1.829 6.060 0.0000
H 4.074 0.037 4.832 0.0000
N 2.026 1.779 -5.995 0.0122
C 1.312 1.561 -5.122 -0.0054
C 0.420 1.287 -4.028 0.0314
C 0.594 1.946 -2.817 -0.0253
C -0.262 1.683 -1.757 0.0410
C -1.290 0.765 -1.934 -0.5350
C -1.485 0.111 -3.144 0.0721
C -0.615 0.372 -4.192 -0.0293
H 1.402 2.653 -2.694 -0.0011
H -0.104 2.174 -0.810 -0.0012
H -2.295 -0.588 -3.295 -0.0044
H -0.746 -0.132 -5.140 -0.0011
```

Computed properties:
**Total charge**: 0
**Expectation value of S²**: 6.39
**Multiplicity**: 5
**DFT total energy**: -169741.2465 eV
**Frontier orbital gap (alpha / beta)**: 0.15648 / 0.16240 Eh

=====

# 4
C5H8O2 | ωB97M-V with the def2-TZVPD basis set

```
15
Properties=species:S:1:pos:R:3:mulliken_charge:R:1
C -1.058 -0.905 1.338 -0.6023
C -1.301 -1.367 0.118 -0.1280
O -1.036 -0.686 -1.046 -0.4212
C 0.312 -0.228 -1.155 -0.4681
C 0.602 0.979 -0.299 0.5380
C 1.759 1.150 0.336 -0.8967
O -0.381 1.919 -0.308 -0.5427
H -1.226 -1.522 2.210 0.2654
H -0.672 0.092 1.487 0.3218
H -1.717 -2.351 -0.062 0.3780
H 0.399 0.050 -2.210 0.2615
H 1.014 -1.040 -0.934 0.3577
H 2.456 0.322 0.394 0.2442
H 2.013 2.076 0.842 0.2919
H -1.163 1.510 -0.711 0.4005
```

Computed properties:
**Total charge**: 0
**DFT total energy**: -9407.7997 eV
**Frontier orbital gap**: 0.36662 Eh

=====

Copy entry 2 word for word.
C4H7N | ωB97M-V with the def2-TZVPD basis set

```
12
Properties=species:S:1:pos:R:3:mulliken_spin:R:1
C 1.478 0.420 0.954 0.2442
C 1.012 0.439 -2.137 0.5472
C 0.342 0.076 0.362 0.0182
C -0.969 -0.279 0.973 0.0246
N 0.375 -0.090 -1.264 0.9671
H 2.526 0.522 0.510 -0.0058
H 1.448 0.489 2.025 0.0137
H 0.968 -0.149 -3.035 0.1085
H 1.626 1.365 -2.305 0.0937
H -1.485 0.640 1.191 0.0029
H -1.507 -0.803 0.245 -0.0087
H -0.961 -0.999 1.747 -0.0056
```

Computed properties:
**Total charge**: 0
**Expectation value of S²**: 2.01
**Multiplicity**: 3
**DFT total energy**: -5745.1790 eV
**Frontier orbital gap (alpha / beta)**: 0.22575 / 0.30115 Eh